1.
Below is a structure of composition C9H48NO16Pd, with properties calculated with ωB97M-V/def2-TZVPD.

The total energy is -1757.85597 a.u. As for the multiplicity: 3. As for the net charge: +1. The value obtained for the energy above the lowest of the compared OMol25 structures with the same formula, charge and spin is 0.00 kcal per mole. The frontier orbital gap (alpha / beta) comes out at 0.255 / 0.232 Ha. For the HOMO energy (alpha / beta), the calculation gives -0.34333 / -0.32148 hartree. The value obtained for the LUMO energy (alpha / beta) is -2.41 / -2.43 eV.

Atoms and positions in Å:
1 Pd -0.057 -0.871 0.676
2 O -0.979 -1.808 2.394
3 O 3.460 1.318 3.472
4 O 1.117 0.425 -0.866
5 O 1.566 -2.558 0.480
6 O 1.453 2.944 4.706
7 O 0.379 -3.865 -2.095
8 O -3.823 1.537 2.301
9 O -1.721 0.641 0.753
10 O -2.126 -5.316 1.127
11 O -4.442 -2.350 -1.154
12 O -1.244 -2.163 -0.707
13 O -0.639 -4.596 3.508
14 O -2.122 -0.933 4.600
15 O 4.005 -2.042 1.414
16 O 1.515 -0.509 2.143
17 O 3.283 -1.794 -2.251
18 N 0.303 1.487 -1.511
19 C -1.106 3.622 -2.864
20 C 1.887 3.587 -1.852
21 C -0.564 3.730 -1.432
22 C -0.224 1.200 -2.885
23 C -1.245 2.230 -3.359
24 C 0.803 3.050 0.429
25 C 0.962 1.260 -3.904
26 C 0.685 2.881 -1.085
27 C -0.893 -0.182 -2.928
28 H -2.070 4.124 -2.945
29 H 1.571 4.354 -2.559
30 H 2.204 -1.149 2.321
31 H -2.612 0.539 1.087
32 H -1.567 -1.661 4.881
33 H 3.759 2.198 3.700
34 H -5.024 -1.741 -1.611
35 H 3.801 0.759 4.171
36 H -1.534 -1.382 3.047
37 H 0.051 2.510 1.005
38 H -0.368 4.167 -3.452
39 H 1.769 2.646 0.733
40 H -0.112 -0.921 -2.750
41 H 1.583 -3.511 0.389
42 H 1.866 0.319 2.471
43 H -1.695 -0.117 -2.193
44 H -2.089 -5.225 0.174
45 H 0.129 -5.050 3.161
46 H 4.190 -2.446 2.262
47 H 0.752 4.087 0.761
48 H 4.793 -2.202 0.895
49 H -4.816 -2.426 -0.276
50 H -0.329 4.787 -1.301
51 H -1.343 3.565 -0.688
52 H 2.594 2.864 -2.259
53 H 1.885 0.741 -3.646
54 H -2.260 1.910 -3.123
55 H 2.639 -1.369 -1.685
56 H -0.721 -2.578 -1.393
57 H 1.198 -4.268 -2.384
58 H -3.539 2.052 3.056
59 H -1.828 1.114 -0.073
60 H -1.418 -0.320 -3.874
61 H -0.216 -3.974 -2.837
62 H -1.147 2.417 -4.428
63 H 1.613 2.450 5.511
64 H -1.306 -4.699 2.829
65 H 2.487 -2.309 0.563
66 H -1.915 -0.225 5.209
67 H -1.025 -2.739 2.610
68 H -2.066 -2.653 -0.702
69 H -2.782 -5.997 1.277
70 H 2.515 4.200 -1.206
71 H -4.735 1.795 2.164
72 H 3.415 -1.176 -2.970
73 H 1.206 2.293 -4.153
74 H 1.692 2.340 4.003
75 H 0.571 0.986 -4.884

2.
Below is a cluster of 2 separate species, C14H16 in total, with properties calculated with ωB97M-V/def2-TZVPD.

The total energy is -543.04045 a.u. As for the multiplicity: 1. As for the net charge: 0. The value obtained for the energy above the lowest of the compared OMol25 structures with the same formula, charge and spin is 20.34 kcal per mole. The frontier orbital gap comes out at 0.362 Ha. For the HOMO energy, the calculation gives -0.32856 hartree. The value obtained for the LUMO energy is 0.90 eV.

Atoms and positions in Å:
1 C -1.584 -1.786 0.073
2 C 0.790 0.636 -3.425
3 C 2.136 0.749 -3.538
4 C -1.589 -0.863 2.324
5 C 3.035 1.300 0.064
6 C -0.951 -0.746 3.654
7 C -0.971 -1.640 1.344
8 C 2.954 0.995 -2.400
9 C -2.869 -0.283 2.076
10 C 0.138 0.753 -2.184
11 C 2.274 1.143 -1.210
12 C -3.450 -0.443 0.844
13 C 0.878 0.975 -1.049
14 C -2.789 -1.239 -0.114
15 H -3.325 0.280 2.894
16 H 4.109 1.526 -0.048
17 H 2.676 2.194 0.599
18 H 4.035 1.122 -2.358
19 H 2.676 0.632 -4.523
20 H -0.999 -2.429 -0.593
21 H 0.461 1.286 -0.115
22 H -0.637 -1.730 4.040
23 H -0.978 0.694 -2.024
24 H -4.471 -0.096 0.613
25 H -1.415 -0.269 4.529
26 H 3.004 0.471 0.774
27 H -3.316 -1.336 -1.077
28 H 0.228 0.409 -4.324
29 H -0.013 -0.180 3.552
30 H -0.037 -2.123 1.601

3.
Below is a cluster of 2 separate species, C13H15N3O2 in total, with properties calculated with ωB97M-V/def2-TZVPD.

The total energy is -819.09509 a.u. As for the multiplicity: 1. As for the net charge: 0. The value obtained for the energy above the lowest of the compared OMol25 structures with the same formula, charge and spin is 33.95 kcal per mole. The frontier orbital gap comes out at 0.303 Ha. For the HOMO energy, the calculation gives -0.29143 hartree. The value obtained for the LUMO energy is 0.30 eV.

Atoms and positions in Å:
1 O -2.153 0.417 -0.122
2 O -3.668 -0.546 4.031
3 N -0.552 0.344 1.551
4 N -2.821 -0.007 1.991
5 N 1.245 0.301 -0.934
6 C -0.987 -0.425 5.216
7 C 0.683 -0.343 -5.070
8 C -0.367 0.197 2.868
9 C 1.937 0.723 -3.309
10 C 1.021 0.204 -2.361
11 C -1.827 0.270 1.068
12 C 0.500 1.011 -0.061
13 C -2.691 -0.261 3.340
14 C -0.230 -0.855 -4.143
15 C -0.109 -0.485 -2.798
16 C 2.486 -0.317 -0.424
17 C -1.316 -0.148 3.792
18 C 1.751 0.477 -4.679
19 H 0.655 0.322 3.224
20 H -0.533 0.457 5.700
21 H 2.875 -1.031 -1.164
22 H 2.434 0.904 -5.409
23 H 0.545 -0.569 -6.120
24 H -0.445 1.354 -0.461
25 H -0.238 -1.232 5.293
26 H -0.827 -0.796 -2.046
27 H 1.041 1.458 0.754
28 H 2.170 -0.824 0.507
29 H -3.748 -0.077 1.588
30 H 2.787 1.305 -2.964
31 H 3.285 0.430 -0.214
32 H -1.026 -1.539 -4.438
33 H -1.876 -0.718 5.793

4.
Below is a cluster of 2 separate species, C13H9Cl2O3 in total, with properties calculated with ωB97M-V/def2-TZVPD.

The total energy is -1646.87054 a.u. As for the multiplicity: 1. As for the net charge: -1. The value obtained for the energy above the lowest of the compared OMol25 structures with the same formula, charge and spin is 14.27 kcal per mole. The frontier orbital gap comes out at 0.217 Ha. For the HOMO energy, the calculation gives -0.15018 hartree. The value obtained for the LUMO energy is 1.82 eV.

Atoms and positions in Å:
1 Cl 5.106 2.173 1.831
2 Cl -1.087 1.388 1.917
3 O 3.594 -0.409 1.803
4 O 0.384 3.803 2.231
5 O 0.136 1.074 -0.554
6 C 3.403 1.995 1.783
7 C -2.141 -1.882 -2.424
8 C -0.591 0.165 -1.129
9 C -0.942 0.235 -2.540
10 C -1.690 -0.776 -3.140
11 C 1.102 2.944 1.750
12 C -2.310 -3.165 -0.256
13 C 2.575 3.051 1.796
14 C -1.852 -1.979 -1.065
15 C -1.123 -0.981 -0.431
16 C 1.451 0.473 1.556
17 C 2.871 0.588 1.705
18 C 0.557 1.508 1.312
19 H 2.982 4.039 2.034
20 H -2.073 -2.985 0.795
21 H -3.383 -3.324 -0.360
22 H 1.009 -0.514 1.539
23 H -2.722 -2.677 -2.914
24 H -1.934 -0.702 -4.200
25 H -0.593 1.093 -3.091
26 H -0.935 -1.063 0.635
27 H -1.796 -4.073 -0.580

no.,strongest force on any atom (eV/Å)
1,2.8
2,3.6
3,2.5
4,1.9